[1]
This record from OMol25 describes a single C18H13NO6 molecule in a non-equilibrium geometry. The level of theory is ωB97M-V/def2-TZVPD.

Geometry (Å):
O1 -1.23 0.24 2.89
O2 0.53 -2.65 0.23
O3 -3.29 2.75 2.16
O4 -5.02 -0.27 0.26
N1 -1.22 1.14 -1.64
O5 -0.81 2.48 2.33
O6 0.96 0.57 -1.91
C1 -1.60 1.35 2.54
C2 0.70 -1.51 -0.11
C3 -3.02 1.55 2.34
C4 -3.95 0.11 0.65
C5 -0.29 0.25 -1.42
C6 -2.44 0.95 -1.11
C7 3.38 0.42 -1.96
C8 -1.68 -0.84 0.12
C9 4.46 -0.44 -1.60
C10 3.18 -1.70 -0.02
C11 2.13 -0.06 -1.49
C12 -0.42 -0.72 -0.48
C13 -2.67 0.03 -0.20
C14 2.03 -1.05 -0.50
C15 4.42 -1.54 -0.71
C16 -4.04 0.47 2.10
C17 -3.49 1.86 -1.61
C18 5.72 -2.29 -0.22
H1 -0.01 2.21 2.82
H2 3.41 1.18 -2.71
H3 -1.75 -1.53 0.97
H4 5.42 -0.32 -2.03
H5 3.06 -2.38 0.81
H6 -5.06 0.98 2.19
H7 -4.10 -0.30 2.85
H8 -3.11 2.46 -2.42
H9 -3.99 2.61 -0.87
H10 -4.39 1.27 -1.98
H11 6.11 -2.92 -1.03
H12 6.44 -1.51 0.04
H13 5.59 -2.85 0.72

Values from the calculation:
SMILES: Cc1ccc2oc3nc(C)c(C(=O)CC(=O)C(=O)O)cc3c(=O)c2c1
Energy relative to the best compared isomer or geometry (same formula, charge and spin) (kJ/mol): 420.44
2S+1: 1
Orbital gap (eV): 8.10

=====

[2]
This record from OMol25 describes an isolated ion of composition C7H14N3O2 and charge +1 in a non-equilibrium geometry. The level of theory is ωB97M-V/def2-TZVPD.

Geometry (Å):
C1 0.87 1.18 0.31
C2 -2.36 0.80 -0.84
C3 -2.57 -0.73 -0.80
C4 -1.64 1.44 0.38
C5 -1.11 -1.29 -0.65
C6 2.71 0.13 -0.76
C7 2.22 -0.45 1.52
N1 -0.40 0.62 0.51
N2 2.00 0.25 0.29
N3 -0.42 -0.75 0.57
O1 1.07 2.34 0.05
O2 3.78 -0.60 -0.91
H1 -1.81 1.01 -1.71
H2 -3.42 1.21 -1.01
H3 -3.24 -0.83 0.08
H4 -3.17 -1.18 -1.63
H5 -1.33 2.50 0.32
H6 -2.17 1.30 1.35
H7 -1.01 -2.45 -0.78
H8 -0.42 -0.94 -1.39
H9 2.57 0.77 -1.64
H10 3.07 -0.13 2.02
H11 1.42 -0.31 2.21
H12 2.36 -1.49 1.32
H13 -0.83 -1.10 1.46
H14 3.84 -1.30 -0.27

Values from the calculation:
Total charge: +1
SMILES: C/[N+](=C\O)C(=O)N1CCCCN1
Energy relative to the best compared isomer or geometry (same formula, charge and spin) (kJ/mol): 181.65
2S+1: 1
Orbital gap (eV): 9.47

=====

[3]
This record from OMol25 describes a 2-piece molecular cluster, C2H4NO3 overall in a non-equilibrium geometry. The level of theory is ωB97M-V/def2-TZVPD.

Geometry (Å):
C1 0.15 -0.07 0.49
C2 -2.06 -0.22 -0.35
N1 3.44 0.59 -0.21
O1 2.27 0.63 -0.31
O2 4.38 0.38 0.45
O3 -0.60 0.02 -0.48
H1 -0.25 -0.34 1.59
H2 -2.48 -1.02 -1.10
H3 -2.54 0.65 -0.74
H4 -2.31 -0.60 0.66

Values from the calculation:
Total charge: +1
Energy relative to the best compared isomer or geometry (same formula, charge and spin) (kJ/mol): 284.38
2S+1: 1
Orbital gap (spin up / spin down) (eV): 6.58 / 9.96

=====

[4]
This record from OMol25 describes C15H31BrIrP2 as an isolated structure in a non-equilibrium geometry. The level of theory is ωB97M-V/def2-TZVPD.

Geometry (Å):
P1 -1.69 1.90 -0.97
P2 1.38 -1.15 -0.65
C1 -0.16 1.32 -1.81
C2 0.49 -0.11 -1.95
H1 0.58 2.09 -1.55
H2 -0.47 1.59 -2.85
H3 -0.19 -0.78 -2.52
H4 1.36 0.09 -2.60
C3 3.09 -1.12 -1.50
H5 3.90 -1.37 -0.78
H6 3.26 -0.12 -1.89
H7 3.15 -1.83 -2.34
C4 2.14 -3.11 -0.54
H8 2.40 -3.41 -1.58
H9 1.58 -3.93 -0.14
H10 3.10 -3.16 -0.01
C5 -1.67 3.59 -1.50
H11 -3.74 4.09 -0.41
H12 -2.30 3.80 -2.38
H13 -0.74 4.16 -1.37
C6 -2.92 0.92 -1.92
H14 -2.70 -0.16 -1.84
H15 -2.94 1.24 -2.98
H16 -3.85 1.22 -1.42
Ir1 -2.62 3.15 0.40
C7 2.56 -1.36 1.53
C8 2.29 -0.22 0.67
C9 1.08 0.71 1.08
C10 -0.25 -0.04 1.22
C11 -0.31 -1.28 0.26
C12 -0.01 -2.61 0.76
C13 0.49 -2.85 2.12
C14 1.59 -1.83 2.55
C15 -4.03 2.44 1.61
H17 3.56 -1.73 1.48
H18 3.11 0.37 0.24
H19 0.89 1.52 0.35
H20 1.29 1.23 2.03
H21 -0.57 -0.39 2.22
H22 -1.12 0.65 1.00
H23 -0.99 -1.17 -0.62
H24 -0.25 -3.49 0.16
H25 0.93 -3.87 2.14
H26 -0.39 -2.88 2.83
H27 1.09 -1.01 3.10
H28 2.17 -2.38 3.30
H29 -3.54 1.58 2.08
H30 -4.94 2.12 1.03
H31 -4.23 3.26 2.34
Br1 -0.87 4.34 1.63

Values from the calculation:
Total charge: +2
Energy relative to the best compared isomer or geometry (same formula, charge and spin) (kJ/mol): 522.30
2S+1: 6
Orbital gap (spin up / spin down) (eV): 5.42 / 4.83

=====

[5]
This record from OMol25 describes a 4-piece molecular cluster, C22H40N5O14S5 overall in a non-equilibrium geometry. The level of theory is ωB97M-V/def2-TZVPD.

Geometry (Å):
C1 -2.01 1.21 0.64
C2 -0.99 2.07 1.60
C3 0.57 1.54 1.60
N1 0.78 0.24 2.34
C4 2.11 0.13 3.11
C5 3.12 -0.81 2.17
C6 3.28 -2.39 2.61
C7 3.50 -2.63 4.22
C8 2.17 -3.23 5.00
O1 2.57 -4.07 6.17
N2 2.35 -0.75 0.83
C9 2.83 -1.75 -0.22
C10 2.53 -1.11 -1.72
C11 1.73 -2.13 -2.74
S1 2.54 -3.79 -3.00
C12 2.04 -5.04 -1.70
S2 3.31 -5.88 -0.86
N3 0.64 -5.43 -1.30
C13 0.22 -6.72 -0.56
C14 -1.43 -6.69 -0.32
N4 -1.95 -5.37 -0.89
C15 -0.70 -4.72 -1.43
C16 0.92 -0.91 1.31
N5 -0.07 -1.80 0.96
O2 -1.32 -1.84 1.48
H1 -1.38 0.50 -0.07
H2 -2.78 1.88 0.05
H3 -2.62 0.47 1.35
H4 -0.97 3.19 1.19
H5 -1.45 2.09 2.68
H6 1.21 2.37 2.16
H7 0.92 1.47 0.46
H8 1.73 -0.45 4.08
H9 2.53 1.14 3.53
H10 4.14 -0.23 1.98
H11 4.24 -2.82 2.06
H12 2.38 -3.08 2.28
H13 4.37 -3.42 4.41
H14 3.77 -1.59 4.70
H15 1.54 -2.30 5.38
H16 1.48 -3.88 4.32
H17 1.79 -4.13 6.83
H18 4.02 -1.79 -0.13
H19 2.35 -2.81 -0.06
H20 1.79 -0.19 -1.53
H21 3.48 -0.64 -2.23
H22 0.61 -2.16 -2.40
H23 1.73 -1.59 -3.81
H24 0.88 -7.61 -0.20
H25 -2.10 -7.53 0.19
H26 -0.88 -3.67 -1.92
H27 0.15 -2.53 0.22
H28 -1.37 -1.35 2.35
C17 -7.33 2.88 -1.42
C18 -6.10 2.10 -1.90
O3 -5.01 3.01 -1.76
S3 -5.30 4.00 -0.49
O4 -4.59 3.47 0.65
O5 -5.16 5.36 -0.94
O6 -6.88 3.66 -0.32
H29 -7.69 3.56 -2.20
H30 -8.14 2.21 -1.12
H31 -6.19 1.77 -2.93
H32 -5.90 1.24 -1.25
C19 -2.67 6.68 3.72
C20 -2.62 6.38 2.22
O7 -1.25 6.57 1.86
S4 -0.30 6.16 3.12
O8 0.16 4.81 2.92
O9 0.59 7.26 3.40
O10 -1.47 6.14 4.26
H33 -2.68 7.75 3.91
H34 -3.54 6.22 4.20
H35 -3.27 7.04 1.64
H36 -2.88 5.34 2.02
C21 2.73 0.37 -8.00
C22 1.45 0.16 -7.19
O11 1.77 -0.87 -6.26
S5 3.35 -0.76 -5.87
O12 3.46 -0.04 -4.62
O13 3.96 -2.05 -6.08
O14 3.80 0.23 -7.07
H37 2.84 -0.41 -8.77
H38 2.76 1.35 -8.48
H39 0.60 -0.13 -7.81
H40 1.20 1.06 -6.62

Values from the calculation:
Total charge: +1
2S+1: 1
Orbital gap (eV): 7.00

=====

[6]
This record from OMol25 describes C3H3MgNaO2 as an isolated structure in a non-equilibrium geometry. The level of theory is ωB97M-V/def2-TZVPD.

Geometry (Å):
O1 0.96 0.23 0.38
Na1 3.01 1.08 1.72
C1 -1.53 -0.80 -0.18
C2 -1.32 0.38 0.62
O2 -1.84 0.13 -1.39
C3 -2.05 1.18 -0.43
H1 -1.41 0.49 1.71
H2 -1.59 2.14 -0.75
H3 -3.12 1.35 -0.24
Mg1 0.45 -1.06 -0.91

Values from the calculation:
Energy relative to the best compared isomer or geometry (same formula, charge and spin) (kJ/mol): 462.31
2S+1: 1
Orbital gap (spin up / spin down) (eV): 4.60 / 4.59